(1)
Here is C30H35GaO8 as an isolated structure from the Open Molecules 2025 dataset. Energies are from ωB97M-V/def2-TZVPD.

CARTESIAN COORDINATES (ANGSTROEM)
1 Ga 0.1769 0.5600 -1.0370
2 O -0.3603 -2.1075 -7.6190
3 O 0.1917 3.2018 -0.2181
4 O -1.1910 -0.2430 -8.5366
5 O 2.7594 -0.0205 -6.5857
6 O 0.0634 5.2880 1.1881
7 O -0.3932 1.2439 0.7047
8 O -1.2051 0.1275 -2.0085
9 O 1.7191 -0.4516 -8.5446
10 C -0.0348 4.4966 2.2672
11 C -0.9808 0.2347 -4.6532
12 C -0.0373 2.9562 4.5877
13 C -0.0965 2.3129 3.3506
14 C -3.1687 -0.7367 -0.0067
15 C 0.3351 0.0071 -6.6569
16 C 1.7279 -0.1455 -7.2387
17 C -0.8718 3.9359 -3.9987
18 C 0.0114 5.1259 3.5187
19 C 2.3322 0.5916 -1.1231
20 C -1.5112 -0.3453 -3.3016
21 C 0.0097 4.3525 4.6732
22 C 1.9338 -0.2064 0.0592
23 C 1.3763 2.9744 -4.5819
24 C 3.0134 -0.6127 -9.1343
25 C -0.0921 2.8853 -4.6538
26 C -2.8683 -2.0808 -0.3870
27 C -0.4989 -0.7720 -7.6829
28 C -0.1285 1.4689 -6.6522
29 C 1.7786 -1.5554 -0.3790
30 C -1.9469 -1.7019 1.6976
31 C -2.1151 -2.6851 0.6736
32 C -0.1104 2.5161 0.8045
33 C -0.8704 -2.7402 -8.8092
34 C 2.4252 -0.3398 -2.2285
35 C -0.1358 3.0762 2.1701
36 C 0.1986 -0.5326 -5.2191
37 C 2.0587 -1.6231 -1.7541
38 C -0.7994 1.7534 -5.2528
39 C -2.6117 -0.5065 1.2850
40 H -0.1082 1.2220 3.2897
41 H -1.9297 -2.4923 -8.9509
42 H 1.7051 3.1356 -3.5314
43 H -0.3048 -2.3943 -9.6859
44 H 1.5878 -2.3985 0.2837
45 H 0.0487 4.8628 5.6335
46 H 1.7408 3.8530 -5.1504
47 H -1.8365 -0.0528 -5.2939
48 H -1.2792 -1.4232 -3.2974
49 H -0.0237 2.3775 5.5135
50 H 2.0956 0.1098 1.0973
51 H 1.1208 -0.3215 -4.6621
52 H 2.8239 -0.8524 -10.1832
53 H 2.8184 1.5666 -1.0704
54 H -1.7687 -3.7211 0.6994
55 H 0.7286 2.1372 -6.8268
56 H -1.3869 -1.8321 2.6298
57 H -3.1660 -2.5695 -1.3191
58 H -1.8754 3.5603 -3.7608
59 H -3.7569 -0.0194 -0.5791
60 H -0.8607 1.6309 -7.4536
61 H 0.0664 6.2078 3.5336
62 H -2.7379 0.4036 1.8736
63 H -1.0113 4.8107 -4.6512
64 H -0.3747 4.2576 -3.0743
65 H -0.7156 -3.8067 -8.6461
66 H 2.8354 -0.0932 -3.2102
67 H 2.0986 -2.5317 -2.3468
68 H -1.8320 2.1075 -5.4164
69 H 3.5939 0.3162 -9.0421
70 H 1.9001 2.0893 -4.9724
71 H 0.0423 -1.6205 -5.2572
72 H 0.1218 4.6438 0.4103
73 H 3.5577 -1.4321 -8.6456
74 H -2.6074 -0.3281 -3.3398

Summary:
total charge: -2
HOMO: 1.52 eV
E_LUMO: 3.96 eV
Kohn-Sham gap: 2.44 eV

(2)
Here is C8H10N2OS2 as an isolated structure from the Open Molecules 2025 dataset. Energies are from ωB97M-V/def2-TZVPD.

CARTESIAN COORDINATES (ANGSTROEM)
1 S 1.9199 -0.2857 -2.0794
2 S 0.2561 -2.5911 1.2621
3 O 0.2133 1.2063 3.5381
4 N 0.8338 0.0876 1.4263
5 N -0.6078 0.7958 -2.6180
6 C -0.1094 2.0334 2.4214
7 C -0.5053 -0.3935 -0.5101
8 C 0.3639 -0.9697 0.6220
9 C -1.8737 1.1387 -2.3712
10 C -2.6149 0.3315 -1.2886
11 C 0.7175 1.5425 1.1619
12 C 0.1507 0.0168 -1.6769
13 C -1.8682 -0.4185 -0.3946
14 H 1.6808 1.8723 1.5872
15 H 1.2751 -0.0689 2.4738
16 H -2.2035 -1.4152 0.3504
17 H -3.7070 0.7108 -1.1464
18 H 0.3151 2.9910 2.7865
19 H 1.9751 0.3529 -3.2419
20 H 0.3065 0.0092 3.1482
21 H -1.2008 2.0474 2.1714
22 H -2.3050 2.0552 -3.0718
23 H 0.1968 1.9534 0.2732

Summary:
HOMO: -8.71 eV
energy above the lowest of the compared OMol25 structures with the same formula, charge and spin: 5.8095 eV
E_LUMO: -0.37 eV
Kohn-Sham gap: 8.34 eV

(3)
Here is a 2-piece molecular cluster, C3H9N2S overall from the Open Molecules 2025 dataset. Energies are from ωB97M-V/def2-TZVPD.

CARTESIAN COORDINATES (ANGSTROEM)
1 S 1.1800 0.4278 2.0952
2 N -1.8089 1.7752 -0.1002
3 N -0.2753 0.7120 1.1878
4 C 0.4028 -2.0704 -1.0131
5 C -0.5864 1.6608 0.3634
6 C 1.5256 -1.3315 -0.8880
7 H 1.1627 -0.7642 1.2909
8 H 2.4581 -1.7215 -0.7257
9 H 1.5301 -0.2388 -1.1348
10 H -0.5298 -1.6305 -1.0104
11 H -2.5292 1.2414 0.3449
12 H -1.1184 0.0984 1.4478
13 H 0.5144 -3.1237 -1.1601
14 H 0.1817 2.5077 -0.0087
15 H -2.1073 2.4573 -0.6890

Summary:
total charge: +1
HOMO: -13.47 eV
energy above the lowest of the compared OMol25 structures with the same formula, charge and spin: 2.7064 eV
E_LUMO: -3.83 eV
Kohn-Sham gap: 9.65 eV

(4)
Here is C43H48IrN2O3P2 as an isolated structure from the Open Molecules 2025 dataset. Energies are from ωB97M-V/def2-TZVPD.

CARTESIAN COORDINATES (ANGSTROEM)
1 Ir -0.0564 0.1015 3.8342
2 P 2.1969 0.6516 -5.8889
3 P 0.0678 -2.4362 -5.6243
4 O 0.5214 -2.6979 4.8844
5 O 1.1114 -2.3059 9.2824
6 O 0.3446 1.4028 6.5511
7 N 0.3225 -0.6509 5.7192
8 N 0.8528 -2.5033 7.0823
9 C 1.3101 0.5626 9.1348
10 C 2.0002 0.3645 3.7047
11 C 3.4322 3.2010 -2.9460
12 C -1.2994 -1.5072 -1.8668
13 C 0.4354 0.3662 -6.2206
14 C -2.1106 0.0211 4.6917
15 C -1.0164 -5.7756 -7.7123
16 C -2.6791 -4.1008 -8.2351
17 C 0.5425 -1.9763 5.8671
18 C 3.4390 2.4567 -9.9934
19 C -2.0309 -3.1922 -7.3993
20 C -2.1745 -5.3925 -8.3915
21 C -2.3782 1.3741 5.3127
22 C -1.5600 1.4046 1.5473
23 C -0.5776 -1.5551 -3.0571
24 C -0.3593 -4.8641 -6.8890
25 C -0.2936 -0.7684 -6.2424
26 C -0.8623 -3.5661 -6.7208
27 C 1.2432 3.0479 -4.6741
28 C 2.6626 0.6120 -8.6386
29 C 0.3791 -0.3030 8.2155
30 C -1.8801 2.5692 4.4640
31 C -0.5590 2.2988 3.7631
32 C -2.2193 -0.3009 3.3428
33 C -2.7070 0.6456 2.2583
34 C 2.6619 1.4274 -7.4949
35 C 2.4276 4.1690 -2.8889
36 C 3.4646 3.2675 -8.8592
37 C -2.0895 -3.2287 -3.9151
38 C 2.2435 2.0670 -4.7320
39 C 0.8363 2.0089 9.4046
40 C -0.4302 1.8175 2.4644
41 C -2.4153 -2.3283 -1.6910
42 C 3.0346 1.1250 -9.8790
43 C 3.3355 2.1513 -3.8565
44 C 0.3810 0.2055 6.7736
45 C -1.1141 -0.2742 8.6853
46 C -2.8017 -3.1919 -2.7152
47 C -1.3895 -0.7798 10.1063
48 C 0.8354 -1.7633 8.2216
49 C 3.0761 2.7597 -7.6184
50 C -0.9732 -2.4040 -4.1037
51 C 1.3339 4.0901 -3.7521
52 H 2.3346 0.5900 8.7077
53 H 2.3619 -0.1402 2.7992
54 H 0.3182 2.7652 4.2053
55 H -3.5758 -3.7976 -8.7683
56 H -3.4260 1.3523 2.6817
57 H 1.3763 0.0840 10.1343
58 H 3.0898 3.4034 -6.7445
59 H -3.4521 1.4904 5.5247
60 H 3.7814 4.3042 -8.9382
61 H -1.1322 0.7543 0.7767
62 H 4.2813 3.2554 -2.2704
63 H 1.0884 -3.5060 7.1451
64 H -0.6170 -6.7782 -7.8372
65 H -1.5190 0.7566 8.6069
66 H -2.9740 -2.2986 -0.7599
67 H -2.4063 -3.8973 -4.7095
68 H -1.7541 3.4333 5.1248
69 H -2.6365 2.8546 3.7277
70 H -2.4805 -0.7195 10.3046
71 H -2.0647 -0.8052 5.3987
72 H -2.2195 -1.3579 3.0868
73 H -2.6803 -6.0977 -9.0453
74 H 2.5126 -0.0813 4.5633
75 H 0.5277 1.9689 1.9701
76 H 2.2699 1.4266 3.6407
77 H -0.8656 -0.1605 10.8609
78 H -1.3276 -0.6831 -6.5807
79 H -0.9839 -0.8372 -1.0714
80 H -1.9650 2.2830 1.0220
81 H 0.3961 2.9888 -5.3505
82 H 1.5467 2.5063 10.0968
83 H 4.0983 1.3778 -3.8826
84 H 0.5602 -5.1472 -6.3838
85 H 0.5470 4.8375 -3.7047
86 H -3.6667 -3.8371 -2.5859
87 H 0.3062 -0.9308 -3.1734
88 H -1.0946 -1.8411 10.2248
89 H -3.2536 0.0647 1.5081
90 H 3.0201 0.4816 -10.7549
91 H -0.1577 2.0231 9.8982
92 H 0.7869 2.6303 8.4920
93 H 2.4943 4.9805 -2.1696
94 H -0.0586 1.2759 -6.5659
95 H -1.7162 -0.9038 7.9908
96 H -2.4263 -2.1891 -7.2715
97 H 2.3750 -0.4343 -8.5554
98 H 3.7379 2.8557 -10.9585
99 H -1.8684 1.3937 6.2820

Summary:
total charge: +2
HOMO (alpha / beta): -9.33 / -13.35 eV
energy above the lowest of the compared OMol25 structures with the same formula, charge and spin: 0.9139 eV
E_LUMO (alpha / beta): -6.08 / -8.14 eV
expectation value of S²: 8.7910
Kohn-Sham gap (alpha / beta): 3.25 / 5.21 eV
multiplicity: 6

(5)
Here is CH4OS as an isolated structure from the Open Molecules 2025 dataset. Energies are from ωB97M-V/def2-TZVPD.

CARTESIAN COORDINATES (ANGSTROEM)
1 S -1.8196 -0.4448 -0.0099
2 O -0.6677 0.5840 0.2581
3 C 1.0604 0.0969 0.2118
4 H 1.2367 -0.3568 -0.7747
5 H -2.1851 -0.4910 -1.3412
6 H 1.3754 1.1643 0.5159
7 H 0.9998 -0.5526 1.1400

Summary:
HOMO: -8.38 eV
energy above the lowest of the compared OMol25 structures with the same formula, charge and spin: 2.0336 eV
E_LUMO: 0.56 eV
Kohn-Sham gap: 8.95 eV

(6)
Here is C21H34AlNO18PS as an isolated structure from the Open Molecules 2025 dataset. Energies are from ωB97M-V/def2-TZVPD.

CARTESIAN COORDINATES (ANGSTROEM)
1 S 3.0420 -1.9688 -1.5761
2 P 7.2910 -0.0850 -1.5805
3 Al 5.4112 1.1366 -2.2900
4 O 4.8215 4.5803 -3.1564
5 O 4.9749 5.6429 -5.1399
6 O -7.8429 -2.7138 4.5643
7 O -3.0166 -3.2253 -0.3082
8 O 8.6719 0.9772 -1.7265
9 O -2.0999 -6.9593 0.6077
10 O -4.5414 -1.6701 0.3994
11 O -8.9353 -0.7419 4.6383
12 O 3.3026 3.9449 0.9685
13 O -2.2946 -1.3465 0.7095
14 O -3.9575 -7.1309 1.9358
15 O 6.0663 3.6511 -4.8390
16 O -8.9758 -2.1216 6.4657
17 O 3.7866 6.0913 0.4731
18 O 7.4049 -1.5341 -2.5659
19 O 1.9295 5.1145 -0.4442
20 O 7.1510 -0.5849 -0.0542
21 O -4.2048 -6.7673 -0.2763
22 N 4.0691 0.8622 -0.8843
23 C 3.8904 7.7509 -4.6408
24 C 5.3520 4.5428 -4.4178
25 C -5.4726 -7.1255 0.2483
26 C -8.6182 -1.8820 5.3265
27 C -7.9119 -2.2068 3.2418
28 C 4.6254 4.2036 1.4091
29 C 3.9326 6.2561 -4.3994
30 C 2.9165 5.0549 0.2666
31 C 4.9291 3.4732 2.7009
32 C -1.6120 -3.1531 -0.4778
33 C -8.1202 -0.7424 3.4797
34 C -3.3101 -6.9542 0.7427
35 C 3.7215 -0.4918 -0.9711
36 C -6.5876 -6.3590 -0.4327
37 C 0.1020 -1.5255 0.4045
38 C -3.3895 -2.0464 0.2792
39 C 4.6223 5.6954 1.5463
40 C -6.6523 -2.5249 2.4630
41 C -5.3136 -6.7953 1.7009
42 C -1.2049 -2.2517 0.6474
43 C 4.2879 5.8823 -2.9927
44 H -7.1958 -0.1996 3.7091
45 H 5.9354 3.7097 3.0592
46 H 5.0638 6.5194 -2.5524
47 H -5.6079 -8.2024 0.0920
48 H 3.6869 7.9591 -5.6967
49 H -6.6924 -2.0950 1.4577
50 H 3.4179 5.8667 -2.3312
51 H -5.4486 -5.7309 1.9259
52 H -6.5241 -3.6091 2.3751
53 H 4.8532 8.2193 -4.4097
54 H -1.1591 -4.1452 -0.4044
55 H 5.7179 2.6667 -2.5652
56 H 3.1127 8.2253 -4.0349
57 H -1.1626 -2.7912 1.6012
58 H 4.7719 0.4306 -3.5925
59 H -5.7611 -2.1452 2.9743
60 H -5.9771 -7.3842 2.3393
61 H 8.2279 -1.4651 -3.1444
62 H -6.4318 -5.2774 -0.3569
63 H 0.9333 -2.2312 0.3147
64 H 2.9860 5.7989 -4.7113
65 H -1.4063 -2.7357 -1.4704
66 H 4.1721 6.0488 2.4813
67 H 4.2063 3.7296 3.4830
68 H -8.6278 -0.2508 2.6458
69 H 0.3138 -0.8388 1.2311
70 H 5.3120 3.8725 0.6207
71 H -6.6139 -6.5969 -1.5015
72 H -8.7807 -2.6635 2.7528
73 H 0.0563 -0.9160 -0.5045
74 H -7.5594 -6.6070 0.0046
75 H 4.8565 2.3907 2.5508
76 H 9.4631 0.3681 -1.8306
77 H 5.6209 6.1276 1.4426

Summary:
total charge: -1
HOMO: -5.56 eV
energy above the lowest of the compared OMol25 structures with the same formula, charge and spin: 3.5378 eV
E_LUMO: 1.69 eV
Kohn-Sham gap: 7.25 eV

(7)
Here is one molecule with the formula Cl5NP2 from the Open Molecules 2025 dataset. Energies are from ωB97M-V/def2-TZVPD.

CARTESIAN COORDINATES (ANGSTROEM)
1 Cl -2.1876 1.8925 -0.1810
2 Cl 2.5943 0.9244 -1.0085
3 Cl -0.9092 -0.8278 -1.6122
4 Cl -2.0853 -1.2481 1.0715
5 Cl 1.7539 -1.8079 0.1521
6 P -1.1769 0.1799 0.0420
7 P 1.7712 0.1438 0.7491
8 N 0.2396 0.7431 0.7871

Summary:
HOMO: -8.90 eV
energy above the lowest of the compared OMol25 structures with the same formula, charge and spin: 0.5418 eV
E_LUMO: -0.97 eV
Kohn-Sham gap: 7.93 eV

(8)
Here is an isolated ion of composition C3H11N2 and charge +1 from the Open Molecules 2025 dataset. Energies are from ωB97M-V/def2-TZVPD.

CARTESIAN COORDINATES (ANGSTROEM)
1 N 0.6472 -0.0088 -0.6818
2 N -1.7737 -0.0182 0.4075
3 C -0.7362 -0.8432 1.1717
4 C 1.3909 1.0132 -1.4370
5 C 0.6929 -0.2445 0.7072
6 H -2.3829 -0.7296 -0.1089
7 H 0.8858 0.7015 1.2295
8 H 2.4337 0.6875 -1.5697
9 H 1.5202 -0.8758 0.8269
10 H -0.9823 -0.6492 2.1885
11 H 0.6128 -0.7695 -1.3040
12 H 1.1535 1.9711 -0.8846
13 H 0.9395 1.0782 -2.4796
14 H -0.9169 -1.8723 0.7957
15 H -1.0779 0.4500 -0.3207
16 H -2.3860 0.6443 0.8954

Summary:
total charge: +1
HOMO: -13.56 eV
energy above the lowest of the compared OMol25 structures with the same formula, charge and spin: 1.5454 eV
E_LUMO: -3.45 eV
Kohn-Sham gap: 10.10 eV

(9)
Here is C47H40BrClInN6O5P as an isolated structure from the Open Molecules 2025 dataset. Energies are from ωB97M-V/def2-TZVPD.

CARTESIAN COORDINATES (ANGSTROEM)
1 In -0.5956 -0.3848 -0.9869
2 Br -3.1189 -6.8379 -1.2517
3 Cl -6.4870 -0.2529 -3.3158
4 P 0.2919 -0.6778 1.7788
5 O -1.0051 -0.4733 -5.1830
6 O -5.2943 -1.1038 -5.8916
7 O -1.5012 2.4951 -0.7674
8 O -3.1514 -0.9158 -6.4023
9 O -0.2666 -0.2321 -3.1112
10 N 1.4893 1.6820 -1.1826
11 N -4.1545 0.2803 -2.0773
12 N 3.6618 2.8553 -1.2943
13 N 1.3714 -3.2636 0.3377
14 N 1.6831 -1.6009 -1.2552
15 N -2.8305 0.2008 -2.2461
16 C -1.3356 3.4019 3.2577
17 C -2.4482 -5.0587 -1.1371
18 C -2.1905 -3.6119 4.3119
19 C -0.3004 1.2823 3.6784
20 C 2.4384 -0.9318 3.6844
21 C -0.6178 -1.7806 2.9080
22 C 2.4752 -0.9838 -2.1443
23 C -2.4859 -2.9001 -0.1113
24 C -2.9714 -4.2009 -0.1871
25 C 4.0845 5.1609 -0.5863
26 C 2.2008 -2.6076 -0.5357
27 C 4.9653 5.3457 -1.8236
28 C -1.3944 3.0972 1.9132
29 C -2.6203 -0.1951 -3.4850
30 C -2.7447 -2.4233 3.8588
31 C -4.0583 0.4059 0.3344
32 C -4.6722 0.7860 -0.8522
33 C -5.7340 1.6815 -0.8311
34 C -3.8464 -0.4011 -4.1690
35 C -6.1984 2.1618 0.3832
36 C 4.4228 2.9997 -2.5321
37 C 4.0871 3.6929 -0.1714
38 C 2.4996 2.2436 -1.2536
39 C 4.4650 4.4627 -2.9691
40 C 3.7794 -0.8137 4.0228
41 C -0.9793 -3.3430 -1.9062
42 C -0.9162 1.8759 1.4251
43 C -1.4572 -4.6436 -2.0093
44 C -4.5127 0.9098 1.5402
45 C 2.0008 -0.5482 2.4198
46 C 3.8117 -1.2788 -2.3043
47 C -5.5924 1.7796 1.5701
48 C 4.3614 -2.2913 -1.5220
49 C -1.2014 -0.3186 -3.9728
50 C -1.4730 -2.4462 -0.9549
51 C -0.0737 -2.9845 3.3558
52 C 2.9270 -0.0275 1.5139
53 C 4.2632 0.0993 1.8572
54 C -4.8025 -0.0875 -3.2176
55 C -1.0851 1.6228 -0.0458
56 C 4.6944 -0.3081 3.1117
57 C -4.1620 -0.8396 -5.5656
58 C -0.3631 0.9577 2.3209
59 C 3.5503 -2.9729 -0.6453
60 C -1.9647 -1.5170 3.1593
61 C -0.8536 -3.8857 4.0648
62 C -0.7818 2.4891 4.1494
63 H 5.1133 4.5595 -3.8415
64 H -1.0628 -5.3183 -2.7575
65 H -2.4065 -0.5948 2.7989
66 H -0.4181 -4.8091 4.4258
67 H -0.7297 2.7197 5.2060
68 H 5.4066 -2.5565 -1.6138
69 H 5.7411 -0.2336 3.3786
70 H 4.1127 -1.1161 5.0079
71 H 5.9949 5.0669 -1.5749
72 H -1.7209 4.3476 3.6184
73 H 4.9707 0.5021 1.1420
74 H 5.0999 3.3889 0.1147
75 H 4.9755 6.3925 -2.1294
76 H -2.7988 -4.3303 4.8459
77 H -2.9162 -2.2450 0.6374
78 H 0.9595 -3.2184 3.1378
79 H 3.0580 5.4582 -0.8168
80 H -3.7504 -4.5353 0.4856
81 H 5.4401 2.6378 -2.3487
82 H 3.4250 3.5104 0.6736
83 H -3.7888 -2.2072 4.0476
84 H 4.4055 -0.7510 -3.0376
85 H -0.1987 -3.0211 -2.5882
86 H -6.1788 2.0238 -1.7518
87 H 3.9285 -3.7922 -0.0475
88 H 1.9854 -0.2305 -2.7455
89 H 4.4381 5.7797 0.2401
90 H 0.3875 -3.2093 0.1019
91 H -3.2243 -0.2818 0.2925
92 H 3.4596 4.7757 -3.2620
93 H 0.1315 0.5724 4.3735
94 H 1.7392 -1.3195 4.4142
95 H 1.6848 -4.1684 0.6459
96 H -4.0244 0.6278 2.4652
97 H 3.9690 2.3740 -3.2990
98 H -7.0312 2.8521 0.4009
99 H -2.2738 -0.7155 -5.9531
100 H -5.9524 2.1633 2.5157
101 H 2.5855 0.2772 0.5326
102 H -1.8183 3.7985 1.2057

Summary:
HOMO: -7.61 eV
energy above the lowest of the compared OMol25 structures with the same formula, charge and spin: 0.0980 eV
E_LUMO: 0.19 eV
Kohn-Sham gap: 7.80 eV